1.
DFT (ωB97M-V/def2-TZVPD) results for a structure of composition C6H14F2KN3O10PS2 at a distorted geometry.

CARTESIAN COORDINATES (ANGSTROEM)
K: -0.33 -0.42 2.49
P: 1.68 -3.28 3.19
O: 2.59 -2.43 2.32
O: 2.81 -3.63 4.17
O: 1.98 -4.51 2.33
O: 0.27 -2.80 3.45
N: -2.41 0.89 1.84
S: -3.43 1.95 2.29
O: -4.85 1.64 2.40
O: -3.09 3.30 1.90
F: -2.99 1.99 3.85
S: -3.04 0.84 0.25
O: -2.60 1.89 -0.68
O: -4.34 0.22 0.05
F: -2.09 -0.42 -0.03
C: 0.39 2.38 0.30
O: 0.88 1.45 0.83
N: 0.49 2.65 -1.02
C: -0.36 3.67 -1.58
C: 1.35 1.93 -1.96
H: -0.31 3.11 0.75
H: -0.85 4.28 -0.82
H: -1.16 3.08 -2.03
H: 0.09 4.28 -2.36
H: 0.75 1.50 -2.77
H: 2.10 2.56 -2.43
H: 1.90 1.09 -1.55
C: 0.61 -1.46 -2.46
O: 1.32 -0.87 -3.27
N: 1.15 -2.15 -1.42
C: 0.22 -2.80 -0.53
C: 2.62 -2.36 -1.10
H: -0.47 -1.32 -2.33
H: -0.24 -2.20 0.26
H: 0.71 -3.66 -0.06
H: -0.60 -3.19 -1.13
H: 2.92 -2.39 -0.05
H: 3.05 -3.23 -1.60
H: 3.26 -1.56 -1.49

Total charge: -2
E_LUMO (spin up / spin down) (eV): 4.2 / 4.2
ΔE to the lowest compared entry with this formula, charge and spin (eV): 0.000
Spin multiplicity: 2
DFT total energy (hartree): -3091.157044

2.
DFT (ωB97M-V/def2-TZVPD) results for an isolated molecule of C6H14INOSi at a distorted geometry.

CARTESIAN COORDINATES (ANGSTROEM)
C: 0.50 -0.71 0.00
C: 2.01 -0.56 -2.07
C: 1.59 -1.39 2.00
C: -1.89 1.26 1.85
C: -1.82 2.13 -1.42
C: 1.37 -1.46 -0.96
N: 0.57 -0.71 1.27
O: -0.67 -0.20 -0.49
Si: -1.80 0.83 0.01
I: -3.85 -0.46 -0.24
H: 2.10 0.41 -1.68
H: 3.07 -0.79 -2.16
H: 1.37 -0.69 -2.99
H: 2.57 -1.36 1.59
H: 1.72 -0.97 2.96
H: 1.16 -2.39 2.26
H: -2.77 0.81 2.34
H: -0.87 0.98 2.19
H: -1.77 2.27 2.16
H: -0.77 2.35 -1.58
H: -2.34 1.96 -2.37
H: -2.31 2.95 -0.85
H: 2.06 -2.03 -0.30
H: 0.77 -2.24 -1.51

E_LUMO (eV): 0.7
ΔE to the lowest compared entry with this formula, charge and spin (eV): 0.271
SMILES string: CC/C(=N\C)O[Si](C)(C)I
DFT total energy (hartree): -954.240150

3.
DFT (ωB97M-V/def2-TZVPD) results for a structure of composition C6H14MnO3 at a distorted geometry.

CARTESIAN COORDINATES (ANGSTROEM)
C: 2.93 0.83 0.73
O: 1.88 1.74 0.62
C: 3.04 -0.09 -0.50
O: 1.78 -0.53 -0.97
C: 0.96 -1.35 -0.04
O: -1.49 0.71 -0.42
C: -2.23 1.74 -1.05
Mn: 0.38 0.71 0.08
H: 2.83 0.19 1.63
H: 3.91 1.34 0.83
H: 3.69 -0.95 -0.27
H: 3.48 0.47 -1.34
H: 1.63 -1.88 0.65
H: 0.50 -2.10 -0.71
H: -1.58 2.61 -1.18
H: -2.58 1.39 -2.04
H: -3.09 2.03 -0.43
C: -2.19 -0.61 -0.20
H: -3.20 -0.41 -0.59
H: -1.84 -1.40 -0.88
C: -2.20 -1.04 1.25
H: -2.70 -0.30 1.89
H: -2.73 -1.99 1.34
H: -1.17 -1.13 1.63

E_LUMO (spin up / spin down) (eV): 0.6 / 0.3
ΔE to the lowest compared entry with this formula, charge and spin (eV): 0.000
Spin multiplicity: 6
DFT total energy (hartree): -1613.610950

4.
DFT (ωB97M-V/def2-TZVPD) results for a cluster of 2 separate species, C6H14N2 in total.

CARTESIAN COORDINATES (ANGSTROEM)
C: 1.71 2.54 -0.67
C: 1.97 1.63 0.25
N: 1.92 1.90 1.64
N: 1.74 2.23 -2.07
H: 1.48 3.56 -0.37
H: 2.20 0.61 -0.07
H: 2.55 1.28 2.14
H: 0.99 1.72 2.02
H: 2.59 2.58 -2.51
H: 0.97 2.67 -2.55
C: -1.67 -0.61 1.00
C: -1.61 -1.91 0.26
C: -2.08 -3.05 0.77
C: -0.94 -1.86 -1.08
H: -0.66 -0.23 1.21
H: -2.19 -0.69 1.95
H: -2.17 0.17 0.41
H: -2.00 -3.97 0.22
H: -2.55 -3.07 1.74
H: -0.92 -2.83 -1.57
H: 0.10 -1.51 -0.97
H: -1.44 -1.14 -1.74

Total charge: -1
E_LUMO (spin up / spin down) (eV): 3.8 / 3.7
ΔE to the lowest compared entry with this formula, charge and spin (eV): 0.743
Spin multiplicity: 2
DFT total energy (hartree): -346.420548

5.
DFT (ωB97M-V/def2-TZVPD) results for an isolated molecule of C6H14N2 at a distorted geometry.

CARTESIAN COORDINATES (ANGSTROEM)
C: -0.80 -0.70 -1.74
C: 0.60 -0.19 -1.29
C: 0.71 -0.54 0.27
N: 0.81 2.33 0.49
C: -0.01 1.53 1.27
C: 0.01 0.18 1.31
C: -0.66 -0.39 2.42
N: -0.56 -2.01 -2.35
H: -1.49 -0.75 -0.83
H: -1.28 0.08 -2.44
H: 0.81 0.87 -1.61
H: 1.32 -0.64 -1.83
H: 1.66 -0.72 0.58
H: 0.43 -1.63 0.35
H: 1.76 2.01 0.20
H: 0.88 3.27 0.81
H: -0.69 2.11 1.89
H: -0.79 -1.60 2.36
H: -1.79 -0.12 2.51
H: -0.21 -0.13 3.47
H: -0.02 -1.95 -3.21
H: -1.45 -2.34 -2.67

E_LUMO (eV): 1.1
ΔE to the lowest compared entry with this formula, charge and spin (eV): 2.499
SMILES string: C/C(=C/N)CCCN
DFT total energy (hartree): -346.435336

6.
DFT (ωB97M-V/def2-TZVPD) results for a cluster of 2 separate species, C6H14N2 in total.

CARTESIAN COORDINATES (ANGSTROEM)
C: -2.86 -0.01 -1.17
N: -1.68 0.41 -1.91
C: -0.47 -0.14 -1.65
N: 0.62 0.42 -2.00
H: -3.75 0.29 -1.71
H: -2.85 -1.10 -1.10
H: -2.91 0.41 -0.17
H: -1.63 1.38 -2.20
H: -0.50 -1.12 -1.16
H: 1.42 -0.15 -1.77
C: 1.23 1.29 1.60
C: 1.08 -0.20 1.70
C: -0.07 -0.79 2.00
C: 2.31 -1.00 1.36
H: 2.09 1.62 2.18
H: 0.36 1.82 1.97
H: 1.43 1.59 0.57
H: -0.14 -1.87 2.04
H: -0.98 -0.24 2.21
H: 2.08 -2.06 1.29
H: 3.10 -0.85 2.10
H: 2.70 -0.68 0.39

E_LUMO (eV): 1.0
ΔE to the lowest compared entry with this formula, charge and spin (eV): 1.000
SMILES string: [H]/N=C/NC.C=C(C)C
DFT total energy (hartree): -346.490425

7.
DFT (ωB97M-V/def2-TZVPD) results for a cluster of 2 separate species, C6H14N2 in total at a distorted geometry.

CARTESIAN COORDINATES (ANGSTROEM)
C: 2.56 0.62 0.28
C: 1.01 0.21 2.02
N: 1.17 0.70 0.67
C: 0.63 -0.94 -1.57
N: 0.08 -0.50 -0.51
H: 3.25 1.08 1.00
H: 2.88 -0.44 0.20
H: 1.54 0.89 2.71
H: 1.39 -0.82 2.11
H: -0.03 0.23 2.32
H: 2.67 1.00 -0.74
H: 0.33 -0.79 -2.61
H: 1.67 -1.28 -1.52
C: -2.32 -0.36 0.55
C: -1.47 0.18 -0.59
C: -2.10 0.25 -1.86
H: -1.02 1.13 -0.26
H: -3.06 0.38 0.84
H: -1.69 -0.59 1.41
H: -2.84 -1.29 0.30
H: -1.53 0.43 -2.75
H: -3.12 -0.07 -2.02

E_LUMO (spin up / spin down) (eV): -0.1 / 0.6
ΔE to the lowest compared entry with this formula, charge and spin (eV): 6.281
DFT total energy (hartree): -346.296358

8.
DFT (ωB97M-V/def2-TZVPD) results for a cluster of 2 separate species, C6H14N2 in total.

CARTESIAN COORDINATES (ANGSTROEM)
C: 0.79 1.58 -1.14
N: 0.26 0.23 -1.29
C: -1.19 0.27 -1.36
C: 0.77 -0.37 -2.52
H: 0.79 1.87 -0.09
H: 0.23 2.31 -1.74
H: 1.81 1.62 -1.52
H: -1.59 -0.59 -1.90
H: -1.67 0.31 -0.38
H: -1.56 1.14 -1.94
H: 0.37 -1.37 -2.62
H: 1.86 -0.41 -2.52
H: 0.47 0.21 -3.41
C: -1.02 -0.54 2.47
C: -0.53 0.15 3.49
C: 0.75 -1.75 1.64
N: -0.48 -1.74 1.95
H: -1.96 -0.26 2.03
H: 0.44 -0.06 3.92
H: -1.14 0.92 3.95
H: 1.19 -2.62 1.18
H: 1.42 -0.90 1.81

E_LUMO (eV): 1.0
ΔE to the lowest compared entry with this formula, charge and spin (eV): 2.486
SMILES string: C=CN=C.CN(C)C
DFT total energy (hartree): -346.435801

9.
DFT (ωB97M-V/def2-TZVPD) results for an isolated molecule of C6H14N2.

CARTESIAN COORDINATES (ANGSTROEM)
C: -0.08 -0.59 -0.90
C: 0.31 0.10 -2.19
C: 1.57 0.88 0.49
C: 0.83 -1.37 1.38
C: -0.90 0.12 0.14
C: 0.54 -0.23 0.43
N: -1.19 1.51 -0.09
N: -1.90 -0.68 0.80
H: -0.32 -1.64 -1.02
H: -1.35 2.00 0.78
H: -2.02 1.61 -0.68
H: -2.77 -0.70 0.26
H: -2.11 -0.33 1.73
H: 0.31 1.17 -2.07
H: 1.31 -0.22 -2.50
H: -0.39 -0.16 -2.98
H: 1.23 1.75 -0.07
H: 1.73 1.18 1.53
H: 1.77 -1.85 1.12
H: 0.03 -2.10 1.34
H: 0.91 -1.00 2.40
H: 2.52 0.54 0.09

E_LUMO (eV): 0.9
ΔE to the lowest compared entry with this formula, charge and spin (eV): 0.574
SMILES string: C[C@H]1C(C)(C)C1(N)N
DFT total energy (hartree): -346.506074

10.
DFT (ωB97M-V/def2-TZVPD) results for a structure of composition C6H14N2 at a distorted geometry.

CARTESIAN COORDINATES (ANGSTROEM)
C: 0.80 0.72 -0.48
C: 0.97 1.21 -1.92
C: -1.80 0.51 -0.46
C: -0.92 -1.35 1.95
C: -0.41 0.09 -0.11
C: -0.05 -1.02 0.75
N: 1.51 1.56 0.47
N: 0.36 -2.25 0.09
H: 1.16 -0.42 0.67
H: 0.97 2.39 0.72
H: 2.44 1.82 0.16
H: 0.85 -2.03 -0.77
H: 1.00 -2.79 0.66
H: 0.43 0.58 -2.63
H: 0.62 2.24 -2.04
H: 2.03 1.20 -2.20
H: -2.26 1.07 0.37
H: -1.80 1.17 -1.33
H: -2.46 -0.34 -0.67
H: -0.43 -2.09 2.60
H: -1.14 -0.46 2.54
H: -1.87 -1.80 1.63

E_LUMO (eV): 0.8
ΔE to the lowest compared entry with this formula, charge and spin (eV): 4.192
DFT total energy (hartree): -346.373098